{"formula": "C33H40BF3N11OS3V", "method": "ωB97M-V/def2-TZVPD", "multiplicity": 3, "de_lowest_kcal_mol": 10.5, "orbital_gap_ev": [6.3, 7.1], "charge": 0, "symbols": ["V", "C", "C", "C", "C", "N", "N", "B", "N", "C", "C", "C", "C", "N", "N", "C", "C", "C", "C", "N", "N", "C", "C", "C", "C", "N", "H", "H", "H", "H", "H", "H", "H", "H", "H", "H", "H", "H", "H", "H", "H", "H", "H", "H", "H", "H", "O", "C", "C", "C", "C", "C", "C", "C", "C", "N", "H", "H", "H", "H", "H", "H", "H", "H", "H", "H", "H", "S", "S", "C", "N", "C", "C", "S", "H", "H", "H", "H", "H", "F", "C", "F", "F", "C", "C", "C", "N", "C", "C", "H", "H", "H", "H"], "coordinates": [[-0.716, -0.953, 0.649], [0.770, 0.060, -3.684], [1.375, 0.460, -2.375], [2.356, 1.460, -2.210], [2.705, 1.391, -0.894], [1.957, 0.429, -0.299], [1.113, -0.143, -1.225], [2.402, -0.311, 1.014], [1.448, -0.071, 2.273], [1.781, 0.359, 3.502], [0.869, -0.127, 4.410], [-0.046, -0.868, 3.662], [-1.229, -1.625, 4.162], [0.298, -0.836, 2.370], [2.397, -1.836, 0.801], [3.341, -2.735, 1.153], [2.843, -3.985, 0.914], [1.536, -3.778, 0.431], [0.622, -4.885, 0.017], [1.251, -2.479, 0.384], [3.819, 0.213, 1.327], [4.951, -0.109, 0.657], [5.894, 0.846, 0.924], [5.241, 1.763, 1.776], [5.780, 3.025, 2.375], [3.988, 1.395, 1.996], [0.480, 0.944, -4.256], [-0.093, -0.587, -3.562], [1.503, -0.496, -4.274], [2.769, 2.109, -2.968], [3.444, 1.950, -0.339], [2.663, 0.961, 3.639], [0.857, 0.038, 5.476], [-1.755, -1.045, 4.924], [-0.895, -2.559, 4.618], [-1.907, -1.883, 3.352], [4.283, -2.429, 1.576], [3.333, -4.934, 1.073], [0.754, -5.728, 0.698], [0.878, -5.220, -0.991], [-0.417, -4.574, 0.031], [4.992, -0.963, 0.000], [6.915, 0.872, 0.576], [6.765, 2.866, 2.817], [5.106, 3.389, 3.150], [5.883, 3.807, 1.620], [-1.918, -0.282, -1.318], [-1.801, 0.812, -2.249], [-2.834, 1.894, -2.027], [-2.792, 2.748, -0.753], [-1.475, 3.405, -0.441], [-1.244, 4.731, -0.797], [-0.043, 5.329, -0.456], [0.889, 4.589, 0.251], [0.579, 3.275, 0.564], [-0.564, 2.678, 0.219], [-1.523, -1.067, -1.738], [-1.971, 0.413, -3.248], [-0.793, 1.219, -2.211], [-3.831, 1.449, -2.103], [-2.720, 2.569, -2.884], [-3.078, 2.155, 0.105], [-3.546, 3.528, -0.865], [-2.010, 5.284, -1.330], [0.153, 6.360, -0.723], [1.837, 5.012, 0.561], [1.284, 2.671, 1.125], [-1.916, -2.699, 0.760], [-0.459, -3.155, -2.741], [-0.986, -3.783, -4.167], [-2.259, -3.857, -4.599], [-2.485, -4.240, -5.985], [-1.303, -5.133, -6.347], [0.079, -4.477, -5.371], [-2.971, -3.430, -4.028], [-2.516, -3.362, -6.633], [-3.428, -4.774, -6.078], [-1.064, -5.080, -7.406], [-1.484, -6.169, -6.067], [-4.917, 3.408, 4.164], [-5.278, 2.185, 3.756], [-6.415, 2.305, 3.055], [-5.547, 1.454, 4.846], [-4.194, 1.527, 2.934], [-4.526, 0.562, 2.009], [-3.512, -0.066, 1.305], [-2.220, 0.229, 1.495], [-1.921, 1.195, 2.367], [-2.874, 1.868, 3.115], [-5.555, 0.287, 1.821], [-3.712, -0.833, 0.574], [-0.875, 1.457, 2.459], [-2.569, 2.633, 3.815]], "mulliken_spin": [2.0159, 0.0007, 0.0239, 0.0015, -0.0035, -0.0156, 0.0256, -0.0277, -0.0041, 0.0158, -0.0035, 0.0044, 0.0130, 0.0681, -0.0293, 0.0022, 0.0024, 0.0084, 0.0024, 0.0144, 0.0016, 0.0007, -0.0002, 0.0001, 0.0000, 0.0001, -0.0001, 0.0015, 0.0000, 0.0002, -0.0008, 0.0006, 0.0009, 0.0005, 0.0023, -0.0024, 0.0002, -0.0006, -0.0005, 0.0008, 0.0007, -0.0002, 0.0000, 0.0000, 0.0000, 0.0000, 0.0293, 0.0162, -0.0054, 0.0120, 0.0057, 0.0005, 0.0002, 0.0000, 0.0034, 0.0036, 0.0019, -0.0020, -0.0046, -0.0006, 0.0000, -0.0034, 0.0001, 0.0001, 0.0000, 0.0000, -0.0028, -0.1951, 0.0092, 0.0004, 0.0000, 0.0000, 0.0000, -0.0002, 0.0001, 0.0000, 0.0000, 0.0000, 0.0000, 0.0002, 0.0004, 0.0004, 0.0006, 0.0066, -0.0150, 0.0644, -0.0867, 0.0436, -0.0089, -0.0010, 0.0224, -0.0152, -0.0003]}